[1]
{
  "formula": "C22H38N6O3S3Si2V",
  "method": "ωB97M-V/def2-TZVPD",
  "species": ["V", "C", "Si", "C", "C", "C", "C", "C", "C", "C", "C", "N", "Si", "C", "C", "C", "H", "H", "H", "H", "H", "H", "H", "H", "H", "H", "H", "H", "H", "H", "H", "H", "H", "H", "H", "H", "H", "H", "N", "C", "S", "C", "C", "C", "N", "C", "C", "H", "H", "H", "H", "H", "H", "C", "C", "N", "H", "H", "H", "N", "C", "N", "S", "H", "H", "H", "H", "C", "S", "O", "O", "O", "H", "H", "H"],
  "coordinates": [[0.21, 0.93, -0.70], [-2.40, -1.29, 3.56], [-2.04, -1.04, 1.76], [-3.29, 0.20, 1.16], [-2.01, -2.70, 0.96], [-0.25, -0.16, 1.64], [-0.45, 1.29, 1.87], [-0.91, 1.84, 3.06], [-1.13, 3.21, 3.11], [-0.94, 4.00, 1.98], [-0.49, 3.43, 0.84], [-0.22, 2.08, 0.80], [1.30, -0.92, 2.57], [1.63, -2.59, 1.84], [0.82, -1.11, 4.33], [2.70, 0.30, 2.55], [-3.42, -1.68, 3.53], [-2.41, -0.40, 4.18], [-1.78, -2.05, 4.03], [-4.06, -0.28, 0.56], [-2.89, 1.04, 0.58], [-3.78, 0.63, 2.03], [-2.92, -2.87, 0.39], [-1.96, -3.46, 1.74], [-1.16, -2.86, 0.30], [-1.08, 1.21, 3.92], [-1.46, 3.65, 4.04], [-1.14, 5.07, 2.00], [-0.32, 3.98, -0.07], [1.03, -3.34, 2.37], [2.68, -2.87, 1.98], [1.39, -2.68, 0.78], [0.07, -1.88, 4.52], [0.51, -0.18, 4.82], [1.75, -1.43, 4.82], [2.86, 0.84, 1.62], [3.63, -0.22, 2.80], [2.53, 1.03, 3.34], [-2.59, -4.77, -3.89], [-3.25, -3.70, -3.42], [-4.86, -3.53, -3.45], [-2.38, -2.62, -2.80], [-2.97, -1.43, -2.39], [-2.22, -0.46, -1.78], [-0.90, -0.63, -1.49], [-0.32, -1.77, -1.93], [-1.01, -2.75, -2.59], [-3.13, -5.52, -4.31], [-1.59, -4.87, -3.90], [-4.02, -1.26, -2.59], [-2.66, 0.49, -1.53], [0.74, -1.89, -1.76], [-0.45, -3.62, -2.91], [4.00, -1.57, -0.69], [2.76, -0.82, -0.53], [1.78, -0.24, -0.40], [3.87, -2.58, -0.31], [4.79, -1.07, -0.12], [4.28, -1.60, -1.74], [3.47, 2.54, -2.61], [3.36, 3.25, -1.48], [4.11, 4.32, -1.33], [2.27, 2.82, -0.22], [4.14, 2.78, -3.33], [2.89, 1.73, -2.74], [4.81, 4.61, -2.01], [4.06, 4.85, -0.47], [0.29, 3.38, -3.77], [-0.19, 1.86, -3.08], [1.05, 1.19, -2.45], [-0.85, 1.07, -4.04], [-0.96, 2.13, -1.78], [0.68, 3.16, -4.76], [1.03, 3.84, -3.12], [-0.61, 3.99, -3.84]],
  "homo_ha": [-0.5607, -0.5607],
  "total_charge": 3,
  "orbital_gap_ev": [4.04, 4.05],
  "de_lowest_ev": 1.124
}

[2]
{
  "formula": "C23H76N2O20",
  "method": "ωB97M-V/def2-TZVPD",
  "species": ["C", "C", "N", "C", "C", "N", "C", "O", "O", "C", "O", "H", "H", "H", "H", "H", "H", "H", "H", "C", "O", "H", "H", "H", "H", "C", "O", "H", "H", "H", "H", "C", "O", "H", "H", "H", "H", "C", "O", "H", "H", "H", "H", "C", "O", "H", "H", "H", "H", "C", "O", "H", "H", "H", "H", "C", "O", "H", "H", "H", "H", "C", "O", "H", "H", "H", "H", "C", "O", "H", "H", "H", "H", "C", "O", "H", "H", "H", "H", "C", "O", "H", "H", "H", "H", "C", "O", "H", "H", "H", "H", "C", "O", "H", "H", "H", "H", "C", "O", "H", "H", "H", "H", "C", "O", "H", "H", "H", "H", "C", "O", "H", "H", "H", "H", "C", "O", "H", "H", "H", "H"],
  "coordinates": [[7.60, -1.76, -3.55], [6.99, -0.60, -4.48], [5.88, -1.05, -5.38], [4.79, -1.63, -4.58], [4.11, -0.96, -3.54], [4.26, 0.39, -2.97], [3.07, -2.03, -2.96], [2.24, -1.79, -2.06], [3.30, -3.28, -3.63], [4.22, -3.12, -4.72], [4.56, -3.96, -5.58], [8.17, -2.56, -4.15], [8.32, -1.23, -2.82], [6.84, -2.31, -2.90], [6.71, 0.34, -3.88], [7.85, -0.28, -5.19], [6.23, -1.82, -5.99], [3.89, 1.05, -3.67], [3.71, 0.52, -2.12], [-1.13, -2.51, -1.20], [-1.03, -1.10, -1.10], [-2.17, -2.81, -1.04], [-0.81, -2.84, -2.19], [-0.50, -2.98, -0.43], [-0.10, -0.87, -1.25], [-3.63, -0.51, 1.19], [-2.38, 0.16, 1.33], [-4.36, -0.04, 1.84], [-3.97, -0.42, 0.15], [-3.52, -1.56, 1.45], [-1.75, -0.28, 0.74], [0.22, 2.24, 3.26], [-0.71, 1.38, 3.91], [0.86, 2.70, 4.02], [0.84, 1.66, 2.58], [-0.32, 3.02, 2.71], [-1.26, 0.98, 3.22], [1.02, -1.45, 2.77], [0.92, -0.59, 1.65], [2.05, -1.81, 2.86], [0.75, -0.91, 3.68], [0.35, -2.31, 2.64], [0.01, -0.29, 1.60], [6.61, -7.22, -6.24], [6.28, -6.16, -5.36], [7.58, -7.62, -5.97], [5.86, -8.01, -6.16], [6.65, -6.85, -7.27], [5.41, -5.83, -5.63], [-4.95, -3.91, -0.45], [-5.28, -2.85, 0.43], [-3.97, -4.31, -0.18], [-5.70, -4.70, -0.37], [-4.92, -3.53, -1.47], [-6.15, -2.52, 0.17], [-2.12, 5.67, 3.14], [-2.56, 5.06, 4.35], [-2.46, 6.71, 3.13], [-1.03, 5.64, 3.09], [-2.55, 5.14, 2.29], [-2.25, 4.15, 4.34], [10.60, 0.75, -2.92], [9.69, 0.42, -3.97], [11.32, -0.06, -2.82], [11.12, 1.67, -3.17], [10.05, 0.87, -1.98], [9.06, 1.15, -4.04], [-5.47, 6.58, 4.90], [-4.69, 7.59, 5.50], [-6.48, 6.95, 4.74], [-5.03, 6.31, 3.93], [-5.50, 5.70, 5.55], [-3.80, 7.23, 5.62], [2.96, -8.53, -6.93], [3.87, -9.21, -6.07], [3.39, -8.49, -7.93], [2.01, -9.08, -6.97], [2.79, -7.52, -6.57], [3.47, -9.23, -5.20], [-6.50, -1.76, 3.36], [-6.60, -0.90, 2.24], [-5.47, -2.11, 3.44], [-6.77, -1.22, 4.27], [-7.17, -2.62, 3.23], [-7.52, -0.60, 2.19], [-2.52, 4.27, 8.08], [-1.34, 4.22, 7.29], [-2.24, 4.18, 9.13], [-3.03, 5.22, 7.92], [-3.18, 3.44, 7.81], [-1.61, 4.31, 6.37], [0.10, -0.21, -4.55], [1.28, -0.26, -5.35], [0.38, -0.30, -3.50], [-0.41, 0.75, -4.71], [-0.56, -1.03, -4.83], [1.01, -0.18, -6.27], [2.89, 1.65, 5.72], [3.14, 2.76, 4.88], [1.86, 1.32, 5.56], [3.57, 0.83, 5.47], [3.02, 1.94, 6.77], [4.06, 3.03, 5.04], [-0.15, 8.59, 5.19], [0.04, 7.26, 5.64], [0.69, 9.21, 5.53], [-0.18, 8.61, 4.09], [-1.08, 8.99, 5.60], [-0.71, 6.74, 5.33], [-5.80, -0.61, -3.38], [-5.49, -1.79, -2.65], [-6.52, -0.87, -4.16], [-6.24, 0.13, -2.71], [-4.90, -0.21, -3.84], [-4.85, -1.54, -1.96], [-9.44, 1.03, 0.63], [-9.25, -0.30, 1.08], [-8.60, 1.64, 0.97], [-9.48, 1.04, -0.46], [-10.37, 1.43, 1.04], [-10.00, -0.82, 0.77]],
  "homo_ha": -0.3273,
  "total_charge": 0,
  "orbital_gap_ev": 8.17
}

[3]
{
  "formula": "C49H39CsN8O2P2S3Se2",
  "method": "ωB97M-V/def2-TZVPD",
  "species": ["Cs", "C", "S", "C", "S", "N", "N", "C", "C", "C", "C", "C", "C", "N", "H", "H", "H", "H", "H", "H", "H", "H", "O", "S", "O", "N", "C", "C", "C", "C", "C", "C", "C", "C", "N", "C", "C", "C", "C", "C", "C", "C", "H", "H", "H", "H", "H", "H", "H", "H", "H", "H", "H", "Se", "P", "C", "C", "C", "C", "C", "C", "C", "C", "C", "C", "C", "C", "C", "C", "N", "N", "N", "P", "Se", "C", "C", "C", "C", "C", "C", "C", "C", "C", "C", "C", "C", "H", "H", "H", "H", "H", "H", "H", "H", "H", "H", "H", "H", "H", "H", "H", "H", "H", "H", "H", "H"],
  "coordinates": [[0.11, 0.15, 2.43], [-3.84, 4.86, 3.16], [-3.28, 4.50, 4.83], [-3.01, 2.70, 4.81], [-3.30, 1.79, 3.40], [-2.61, 2.36, 6.00], [-2.30, 1.06, 6.29], [-1.40, 0.50, 5.58], [-0.93, -0.86, 5.90], [-1.47, -1.59, 6.96], [-0.95, -2.84, 7.23], [0.08, -3.33, 6.44], [0.55, -2.54, 5.41], [0.06, -1.33, 5.14], [-3.98, 5.94, 3.13], [-4.79, 4.35, 2.95], [-3.11, 4.55, 2.42], [-0.94, 1.02, 4.74], [-2.27, -1.15, 7.54], [-1.35, -3.43, 8.05], [0.51, -4.31, 6.62], [1.36, -2.87, 4.76], [4.39, -1.39, 3.33], [3.39, -0.76, 2.49], [2.26, -1.59, 2.10], [2.80, 0.58, 3.00], [3.50, 1.62, 3.54], [4.87, 1.71, 3.71], [5.48, 2.86, 4.24], [4.75, 3.95, 4.63], [3.34, 3.91, 4.49], [2.51, 4.99, 4.87], [1.15, 4.89, 4.72], [0.62, 3.70, 4.19], [1.35, 2.68, 3.83], [2.71, 2.76, 3.96], [4.20, -0.39, 0.94], [5.54, -0.70, 0.73], [6.13, -0.41, -0.49], [5.39, 0.20, -1.50], [4.05, 0.52, -1.29], [3.46, 0.22, -0.07], [5.49, 0.86, 3.43], [6.56, 2.88, 4.34], [5.22, 4.83, 5.03], [2.96, 5.88, 5.28], [0.48, 5.70, 5.00], [-0.46, 3.60, 4.06], [6.09, -1.17, 1.53], [7.17, -0.65, -0.66], [5.85, 0.43, -2.45], [3.46, 1.01, -2.06], [2.42, 0.48, 0.10], [1.45, 1.71, -5.45], [0.07, 0.50, -4.39], [0.47, -1.25, -4.68], [-0.47, -2.21, -5.04], [-0.08, -3.52, -5.26], [1.25, -3.88, -5.14], [2.19, -2.93, -4.79], [1.81, -1.62, -4.56], [-1.61, 0.76, -5.00], [-1.94, 0.40, -6.31], [-3.19, 0.70, -6.82], [-4.12, 1.38, -6.04], [-3.79, 1.75, -4.75], [-2.54, 1.44, -4.22], [0.00, 0.77, -2.62], [-0.66, 0.23, -1.50], [-0.25, 0.95, -0.44], [0.59, 1.87, -0.86], [0.75, 1.80, -2.17], [-1.83, -1.10, -1.16], [-2.47, -1.37, 0.83], [-3.28, -0.78, -2.22], [-4.20, 0.16, -1.76], [-5.33, 0.44, -2.50], [-5.57, -0.23, -3.70], [-4.66, -1.17, -4.15], [-3.52, -1.45, -3.42], [-1.04, -2.64, -1.72], [0.34, -2.73, -1.72], [0.96, -3.97, -1.90], [0.19, -5.10, -2.08], [-1.20, -5.01, -2.09], [-1.81, -3.79, -1.89], [-1.51, -1.93, -5.16], [-0.83, -4.27, -5.53], [1.55, -4.91, -5.31], [3.24, -3.21, -4.69], [2.54, -0.87, -4.30], [-1.20, -0.09, -6.93], [-3.44, 0.42, -7.84], [-5.09, 1.62, -6.44], [-4.51, 2.28, -4.13], [-2.29, 1.73, -3.21], [-4.02, 0.66, -0.82], [-6.04, 1.17, -2.14], [-6.47, -0.02, -4.27], [-4.84, -1.70, -5.09], [-2.82, -2.19, -3.77], [0.95, -1.85, -1.56], [2.04, -4.03, -1.88], [0.67, -6.07, -2.22], [-1.81, -5.90, -2.21], [-2.89, -3.72, -1.82]],
  "homo_ha": -0.0874,
  "total_charge": -2,
  "orbital_gap_ev": 5.93,
  "de_lowest_ev": 0.559
}

[4]
{
  "formula": "C4H14NSi",
  "method": "ωB97M-V/def2-TZVPD",
  "species": ["C", "C", "C", "C", "N", "Si", "H", "H", "H", "H", "H", "H", "H", "H", "H", "H", "H", "H", "H", "H"],
  "coordinates": [[2.11, 0.81, 0.42], [-1.79, -2.60, -1.69], [-0.72, 0.62, -1.03], [0.63, 1.16, 2.35], [1.10, 0.26, 1.29], [-1.98, -0.68, -1.61], [3.14, 0.79, 0.91], [2.10, 0.36, -0.46], [2.02, 1.89, 0.26], [-1.48, -2.69, -2.68], [-1.13, -2.90, -0.95], [-2.64, -3.03, -1.19], [0.21, 0.74, -1.74], [-1.17, 1.56, -1.16], [-0.28, 0.30, -0.04], [0.98, 0.69, 3.36], [-0.35, 1.29, 2.31], [1.35, -0.69, 1.44], [-3.19, -0.03, -2.03], [1.08, 2.15, 2.25]],
  "homo_ha": [-0.3412, -0.5162],
  "total_charge": 1,
  "orbital_gap_ev": [5.99, 6.00],
  "multiplicity": 3,
  "de_lowest_ev": 0.154
}

[5]
{
  "formula": "C6H14NO",
  "method": "ωB97M-V/def2-TZVPD",
  "species": ["C", "C", "C", "O", "C", "N", "C", "C", "H", "H", "H", "H", "H", "H", "H", "H", "H", "H", "H", "H", "H", "H"],
  "coordinates": [[0.25, -1.25, 0.39], [0.17, -1.80, -1.00], [1.45, -2.37, -1.58], [1.68, -3.68, -1.39], [0.09, -0.27, -0.80], [-0.75, 1.48, 1.12], [-1.37, 2.68, 0.99], [-0.68, 3.93, 0.33], [1.22, -1.42, 0.85], [-0.37, -0.97, 1.24], [0.20, -4.30, 1.11], [-0.77, -2.35, -1.17], [1.34, -2.15, -2.69], [2.27, -1.74, -1.21], [-0.87, 0.19, -0.98], [0.92, 0.42, -0.64], [-0.37, -4.36, 1.58], [-0.41, 2.31, 1.75], [-2.41, 2.80, 1.35], [-0.90, 4.76, 1.10], [0.39, 3.78, 0.25], [-1.08, 4.30, -0.60]],
  "homo_ha": [-0.3186, -0.3185],
  "total_charge": 0,
  "orbital_gap_ev": [9.21, 7.38],
  "multiplicity": 2,
  "de_lowest_ev": 7.099
}

[6]
{
  "formula": "C36H47N12O3STi",
  "method": "ωB97M-V/def2-TZVPD",
  "species": ["Ti", "O", "C", "C", "C", "C", "C", "C", "C", "O", "N", "N", "C", "C", "C", "C", "C", "C", "C", "O", "H", "H", "H", "H", "H", "H", "H", "H", "H", "H", "C", "C", "N", "C", "S", "N", "N", "C", "C", "C", "C", "C", "C", "C", "N", "H", "H", "H", "H", "H", "H", "H", "H", "H", "H", "H", "H", "H", "C", "N", "C", "C", "N", "C", "C", "N", "C", "C", "N", "C", "N", "C", "C", "C", "N", "C", "H", "H", "H", "H", "H", "H", "H", "H", "H", "H", "H", "H", "H", "H", "H", "H", "H", "H", "H", "H", "H", "H", "H", "H"],
  "coordinates": [[0.00, -0.15, 0.00], [3.55, 1.90, 1.80], [2.98, 3.11, 1.85], [3.74, 4.20, 2.29], [3.19, 5.46, 2.35], [1.87, 5.67, 1.98], [1.10, 4.61, 1.57], [1.64, 3.32, 1.50], [0.76, 2.20, 1.17], [1.19, 0.97, 1.07], [-0.53, 2.46, 1.08], [-1.22, 1.31, 0.94], [-2.42, 1.25, 1.42], [-3.07, 0.00, 1.64], [-4.33, -0.08, 2.25], [-4.85, -1.30, 2.61], [-4.11, -2.47, 2.41], [-2.87, -2.42, 1.81], [-2.33, -1.19, 1.39], [-1.19, -1.12, 0.79], [2.86, 1.24, 1.56], [4.76, 4.02, 2.59], [3.78, 6.29, 2.71], [1.43, 6.66, 2.04], [0.06, 4.73, 1.31], [-2.88, 2.17, 1.79], [-4.89, 0.83, 2.43], [-5.83, -1.37, 3.07], [-4.51, -3.42, 2.73], [-2.30, -3.31, 1.64], [-5.84, 0.64, -0.64], [-5.25, -0.01, -1.88], [-4.32, -1.08, -1.57], [-2.98, -0.94, -1.50], [-2.08, -2.37, -1.43], [-2.51, 0.30, -1.63], [-1.25, 0.63, -1.48], [-0.87, 1.79, -1.96], [-1.81, 2.71, -2.68], [0.53, 2.12, -1.88], [1.08, 3.30, -2.42], [2.44, 3.48, -2.43], [3.25, 2.48, -1.89], [2.64, 1.37, -1.35], [1.32, 1.18, -1.33], [-6.53, 1.42, -0.94], [-5.04, 1.09, -0.04], [-6.36, -0.09, -0.03], [-4.71, 0.73, -2.48], [-6.05, -0.44, -2.48], [-4.66, -2.02, -1.49], [-2.83, 2.33, -2.59], [-1.54, 2.78, -3.73], [-1.77, 3.71, -2.25], [0.43, 4.06, -2.83], [2.88, 4.38, -2.84], [4.32, 2.58, -1.87], [3.24, 0.59, -0.89], [-0.11, -0.13, 3.72], [0.71, -1.29, 3.84], [0.50, -2.08, 5.04], [1.41, -3.28, 4.81], [1.66, -3.26, 3.37], [2.91, -3.85, 2.96], [1.17, -2.08, 2.82], [1.10, -1.76, 1.57], [1.20, -2.81, 0.56], [1.95, -2.33, -0.69], [1.11, -1.47, -1.51], [1.35, -1.30, -2.77], [2.37, -1.77, -3.55], [3.03, -3.06, -3.51], [2.41, -1.06, -4.82], [1.45, 0.10, -4.57], [0.56, -0.39, -3.52], [-0.61, -1.04, -4.10], [0.13, 0.56, 4.53], [-1.18, -0.37, 3.77], [0.11, 0.35, 2.76], [-0.56, -2.38, 5.11], [0.75, -1.51, 5.93], [0.95, -4.23, 5.09], [2.35, -3.18, 5.37], [3.46, -4.16, 3.85], [3.53, -3.14, 2.41], [2.76, -4.74, 2.34], [0.18, -3.07, 0.25], [1.68, -3.72, 0.93], [2.29, -3.22, -1.23], [2.84, -1.76, -0.37], [3.82, -3.10, -2.76], [3.49, -3.22, -4.49], [2.32, -3.87, -3.34], [2.06, -1.70, -5.64], [3.42, -0.73, -5.05], [0.88, 0.40, -5.44], [1.99, 0.98, -4.19], [-0.35, -1.72, -4.92], [-1.28, -0.26, -4.49], [-1.13, -1.60, -3.33]],
  "homo_ha": -0.3496,
  "total_charge": 1,
  "orbital_gap_ev": 6.19,
  "de_lowest_ev": 3.146
}

[7]
{
  "formula": "CH8NO2",
  "method": "ωB97M-V/def2-TZVPD",
  "species": ["C", "N", "H", "H", "H", "H", "H", "H", "O", "H", "H", "O"],
  "coordinates": [[-1.79, -0.48, -1.34], [-0.56, -0.32, -1.18], [-2.24, -0.19, -2.33], [-2.43, -0.85, -0.58], [-0.09, -0.55, -0.25], [0.14, -0.03, -1.78], [3.36, 0.05, 0.16], [2.76, 0.90, 1.41], [2.54, 0.18, 0.69], [0.17, 0.59, 1.67], [-1.28, 0.52, 2.07], [-0.59, 0.18, 1.44]],
  "homo_ha": -0.5628,
  "total_charge": 1,
  "orbital_gap_ev": 10.38,
  "de_lowest_ev": 1.234
}